The following is a quantum chemistry calculation of 2 unconnected molecules or ions with the total composition C30H45ClF6NO6 at a distorted geometry, from the Open Molecules 2025 dataset.

## Properties
* LUMO energy: 1.2646 eV
* net charge: -1
* spin multiplicity: 1
* energy: -74420.5535 eV

Positions of all 89 atoms, in Å:
C 8.858 -0.165 3.724
C 9.012 -1.345 2.590
O 8.966 -2.637 2.969
O 9.202 -1.005 1.154
C 7.862 -0.719 0.590
C 7.859 0.589 -0.443
C 6.740 0.483 -1.636
C 5.181 0.464 -1.128
C 4.463 1.971 -1.129
C 2.839 1.878 -0.869
C 1.914 2.468 -2.085
C 0.322 2.636 -1.745
C -0.319 1.412 -0.830
C 0.012 0.017 -1.686
C -1.280 -0.979 -1.848
C -1.658 -1.829 -0.476
C -1.595 -3.463 -0.827
F -0.191 -3.834 -1.186
F -2.581 -3.693 -1.908
C -2.050 -4.298 0.546
F -3.369 -3.788 1.015
F -0.963 -4.100 1.533
F -2.255 -5.700 0.113
O -1.776 1.481 -0.663
C -2.173 1.997 0.662
C -3.824 2.246 0.545
O -4.463 1.147 -0.192
C -5.763 0.764 0.379
C -6.056 -0.849 0.187
C -6.896 -1.695 1.362
C -7.098 -3.279 0.910
C -6.571 -3.964 -0.468
N -5.787 -3.160 -1.449
C -5.578 -1.727 -1.099
C -1.824 1.008 1.921
C -3.104 0.222 2.573
O -3.539 -1.008 2.223
Cl -4.083 1.028 3.974
C -1.517 3.463 0.983
C -2.296 4.355 2.111
C -1.438 5.786 2.240
F -2.320 3.778 3.474
H 9.807 -0.244 4.423
H 8.866 0.920 3.265
H 7.925 -0.371 4.407
H 7.434 -1.629 -0.010
H 7.092 -0.454 1.441
H 8.941 0.618 -0.925
H 7.680 1.589 0.184
H 6.908 1.359 -2.412
H 6.972 -0.525 -2.227
H 5.143 -0.026 -0.052
H 4.597 -0.279 -1.852
H 4.753 2.599 -2.091
H 4.915 2.518 -0.175
H 2.591 0.712 -0.799
H 2.484 2.334 0.154
H 2.427 3.488 -2.430
H 1.999 1.722 -2.998
H -0.291 2.639 -2.754
H 0.182 3.698 -1.260
H 0.299 1.388 0.162
H 0.881 -0.616 -1.198
H 0.382 0.253 -2.797
H -2.233 -0.459 -2.343
H -0.956 -1.810 -2.642
H -0.883 -1.670 0.387
H -2.765 -1.562 -0.207
H -4.320 2.519 1.568
H -3.930 3.215 -0.144
H -6.583 1.392 -0.216
H -5.911 1.031 1.508
H -7.306 -1.215 2.347
H -7.702 -3.976 1.660
H -6.806 -5.089 -0.692
H -4.949 -1.104 -1.903
H -1.257 1.545 2.817
H -1.068 0.164 1.549
H -1.579 4.083 -0.035
H -0.403 3.325 1.319
H -3.387 4.680 1.832
H -0.491 5.813 1.553
H -2.182 6.676 1.960
H -1.128 5.965 3.360
C -3.432 -6.241 -3.992
O -4.461 -6.476 -4.792
H -2.424 -6.287 -4.438
H -3.392 -5.255 -3.497
H -3.303 -6.910 -3.124